# C3H9NO2

A 2-piece molecular cluster, C3H9NO2 overall in a non-equilibrium geometry (ωB97M-V with the def2-TZVPD basis set, the Open Molecules 2025 dataset).

Calculated values
HOMO level, Eh: -0.366
Energy, eV: -8840.0784
Molecular weight, Da: 91.1
Gap between HOMO and LUMO, eV: 10.761
2S+1: 1
Relative energy (zero: lowest compared OMol25 entry of this formula, charge and spin), kJ/mol: 277.6
Structure (SMILES): CC=O.NCO

Structure (XYZ):
```
15
Properties=species:S:1:pos:R:3:forces:R:3
C 3.3414 1.6516 1.5352 2.828 -2.246 1.148
C 3.1033 2.9009 0.8018 0.713 -0.337 0.324
O 3.6936 3.9118 1.1745 -1.943 -1.143 -1.683
H 3.0377 0.6134 1.1780 -0.315 1.751 0.118
H 4.4922 1.5913 1.5165 -1.427 -0.045 0.239
H 3.1157 1.7943 2.5930 -0.143 -0.190 0.019
H 2.4419 2.5652 -0.0572 0.283 2.207 -0.164
N -2.3400 -1.5806 -1.3702 -1.895 1.281 -0.413
C -3.6234 -2.4173 -1.2150 0.378 1.138 -1.504
O -3.4163 -3.6465 -0.6766 1.248 -1.430 1.403
H -2.7463 -0.6266 -1.5802 0.878 -1.140 0.556
H -1.7037 -1.7275 -2.1865 -1.199 -0.709 0.779
H -4.1248 -2.6448 -2.1789 0.308 0.413 0.310
H -4.3564 -1.8834 -0.5752 0.694 0.489 -0.412
H -2.9232 -3.5510 0.1666 -0.409 -0.041 -0.720
```
Forces are in eV/Å.


# C24H60O9S9

A 10-piece molecular cluster, C24H60O9S9 overall in a non-equilibrium geometry (ωB97M-V with the def2-TZVPD basis set, the Open Molecules 2025 dataset).

Calculated values
HOMO level, Eh: -0.291
Energy, eV: -141798.5052
Molecular weight, Da: 781.3
Gap between HOMO and LUMO, eV: 7.988
2S+1: 1
Relative energy (zero: lowest compared OMol25 entry of this formula, charge and spin), kJ/mol: 0.0

Structure (XYZ):
```
102
Properties=species:S:1:pos:R:3:forces:R:3
C -1.3940 -3.3774 0.2293 -0.528 -0.338 -0.956
S -0.5957 -3.2889 -1.4031 0.163 -0.909 0.522
O -0.3615 -1.8639 -1.7359 -0.181 0.656 0.002
C 1.0048 -3.9104 -0.9007 0.947 0.671 -0.524
H -1.2280 -4.3354 0.7143 0.362 -0.051 -0.004
H -2.4519 -3.3555 -0.0361 0.056 0.289 0.427
H -1.0950 -2.5314 0.8324 0.037 0.162 0.158
H 1.3944 -3.3288 -0.0579 -0.315 -0.305 0.187
H 1.7034 -3.6658 -1.7195 -0.386 -0.246 0.061
H 1.0025 -4.9842 -0.7547 -0.101 -0.099 0.255
C -0.9455 6.6513 -0.2222 -0.104 0.700 0.057
S -1.2767 5.1810 -1.1446 -0.092 0.108 -0.507
O -0.4760 4.1358 -0.4760 0.484 -0.911 0.236
C -2.9489 4.9248 -0.6153 -0.415 0.352 0.411
H -1.2006 6.5499 0.8318 -0.015 -0.211 -0.005
H -1.4906 7.4922 -0.6573 0.089 -0.013 0.002
H 0.1245 6.8038 -0.3282 0.071 0.141 0.016
H -3.3166 3.9846 -1.0152 -0.024 -0.047 -0.129
H -3.5659 5.7534 -0.9660 -0.060 -0.091 -0.086
H -2.9576 4.9058 0.4772 -0.014 -0.114 -0.050
C -0.6864 0.9596 -0.0326 0.412 -0.530 0.323
S 0.3581 1.3936 1.3675 0.303 0.294 -0.458
O -0.0325 0.5245 2.5043 -0.389 -0.268 0.532
C 1.8123 0.5580 0.6995 0.141 0.297 -0.332
H -1.6466 1.4520 0.0257 -0.116 0.171 0.075
H -0.7772 -0.1275 -0.0044 -0.176 0.027 -0.080
H -0.1313 1.2334 -0.9196 -0.163 0.256 -0.269
H 1.6280 -0.5062 0.8234 0.072 -0.107 0.019
H 2.6908 0.8834 1.2535 -0.044 -0.127 0.176
H 1.9708 0.7917 -0.3550 -0.061 0.021 0.076
C -3.4120 0.3545 3.5368 -0.932 0.127 0.711
S -5.0417 1.1008 3.7653 0.143 -0.589 -0.437
O -4.9550 1.8050 5.0567 -0.016 0.546 0.735
C -4.8540 2.3141 2.4640 0.371 -0.092 -0.400
H -3.3433 -0.3628 4.3487 0.127 -0.234 -0.078
H -2.7229 1.1646 3.7403 0.440 -0.020 -0.373
H -3.3847 -0.1354 2.5748 0.346 -0.002 -0.248
H -3.8607 2.7755 2.4679 -0.103 -0.041 0.227
H -5.6165 3.0696 2.6105 -0.193 0.038 -0.152
H -4.9777 1.7556 1.5310 -0.214 0.213 -0.002
C 6.2900 -2.2170 4.2774 0.532 0.113 0.188
S 4.8224 -1.4374 3.6511 0.357 0.133 -0.432
O 3.7671 -1.7883 4.6115 -0.885 -0.183 0.504
C 5.3467 0.2345 4.0187 0.374 -0.113 -0.173
H 7.1756 -1.7561 3.8329 -0.043 -0.214 -0.049
H 6.2436 -3.2795 4.0753 0.027 -0.139 -0.143
H 6.2965 -2.0625 5.3570 -0.029 0.029 0.008
H 6.1568 0.4876 3.3311 -0.115 0.106 -0.028
H 5.7167 0.2804 5.0397 -0.161 0.078 0.143
H 4.4900 0.8771 3.8639 -0.102 0.189 0.037
C -4.2784 0.2883 -1.2589 0.231 -0.446 -1.178
S -4.0518 -1.1901 -0.2706 -0.310 0.601 0.116
O -5.0750 -1.0462 0.7992 -0.038 -0.183 0.393
C -4.7370 -2.3733 -1.4490 0.982 0.401 -0.380
H -5.2806 0.2608 -1.6880 -0.010 0.117 0.108
H -3.5542 0.2987 -2.0862 -0.248 0.008 0.294
H -4.1609 1.1863 -0.6697 0.127 0.010 0.347
H -4.0135 -2.5190 -2.2620 -0.085 0.080 0.093
H -5.6508 -1.9587 -1.8542 -0.371 -0.267 0.134
H -4.8239 -3.3084 -0.9104 -0.416 -0.110 0.067
C 0.4518 -2.5946 3.4499 0.728 0.073 -0.484
S -0.6527 -1.9527 4.6798 -0.659 0.432 -0.350
O -0.8461 -3.0211 5.6763 -0.041 -0.701 0.713
C 0.4723 -0.7465 5.3798 0.711 -0.089 0.076
H 0.0809 -3.5521 3.0984 -0.195 -0.076 0.047
H 1.4641 -2.7005 3.8503 -0.118 -0.114 0.027
H 0.4635 -1.8640 2.6394 0.039 0.017 -0.028
H 0.1041 0.2497 5.1874 -0.064 0.238 -0.065
H 1.4699 -0.8893 4.9578 -0.094 0.206 0.051
H 0.5366 -0.9523 6.4466 -0.237 -0.019 0.030
C -2.6607 2.2968 -5.6156 0.558 -0.310 -0.280
S -2.9420 3.0289 -4.0137 0.542 0.424 -0.500
O -4.2574 2.5377 -3.5687 -0.888 -0.355 0.540
C -1.6907 2.0823 -3.1694 0.406 1.014 0.500
H -3.4940 2.5043 -6.2746 -0.172 0.182 0.025
H -2.5420 1.2222 -5.4903 -0.159 -0.110 -0.006
H -1.7299 2.6788 -6.0384 -0.039 0.092 0.025
H -0.7300 2.3293 -3.6294 -0.005 -0.449 -0.198
H -1.9466 1.0307 -3.1496 0.144 -0.181 -0.173
H -1.6245 2.4950 -2.1574 -0.158 -0.259 -0.027
C -0.2199 -1.1741 -4.9552 0.125 -0.542 0.080
S 1.3262 -0.3182 -5.1782 0.212 -0.221 0.086
O 0.9963 1.1131 -5.3793 -0.222 0.552 -0.257
C 1.7624 -0.4055 -3.4552 0.346 0.004 -0.130
H -0.7548 -1.0681 -5.8867 -0.322 -0.084 -0.188
H -0.7577 -0.7746 -4.0976 -0.062 0.128 -0.127
H 0.0105 -2.2252 -4.7461 -0.122 0.104 -0.158
H 2.6043 0.2600 -3.3265 0.061 0.297 0.102
H 2.0810 -1.3955 -3.1466 -0.223 -0.203 0.057
H 0.8629 -0.0673 -2.9586 0.125 0.037 0.553
C 4.7129 -0.3619 -0.9812 0.110 -0.461 0.558
C 4.5598 -1.4848 -0.1519 0.220 -0.029 -0.338
C 4.7577 -2.7613 -0.6900 -0.469 0.305 0.847
C 5.0005 -2.9170 -2.0313 -0.026 -0.654 -0.501
C 5.1268 -1.8169 -2.8506 0.409 0.022 -0.284
C 5.0413 -0.5483 -2.3157 -0.042 0.605 -0.167
H 4.6303 0.6471 -0.5826 -0.047 -0.207 -0.018
H 4.3307 -1.4102 0.9091 0.046 0.219 -0.262
H 4.6881 -3.6383 -0.0509 -0.035 0.151 -0.025
H 5.0855 -3.9123 -2.4569 0.085 0.064 0.071
H 5.3730 -1.9585 -3.8935 -0.069 0.069 -0.098
H 5.2339 0.3133 -2.9525 -0.135 -0.107 0.110
```
Forces are in eV/Å.


# C3H6OS

One molecule with the formula C3H6OS in a non-equilibrium geometry (ωB97M-V with the def2-TZVPD basis set, the Open Molecules 2025 dataset).

Calculated values
HOMO level, Eh: -0.347
Energy, eV: -16088.3416
Molecular weight, Da: 90.1
Gap between HOMO and LUMO, eV: 10.286
2S+1: 1
Relative energy (zero: lowest compared OMol25 entry of this formula, charge and spin), kJ/mol: 255.6

Structure (XYZ):
```
11
Properties=species:S:1:pos:R:3:forces:R:3
C -0.8016 1.4916 0.5800 0.512 -0.027 0.160
C -0.6499 0.1890 0.8005 2.998 2.503 0.170
C 0.4590 -1.2443 -0.9048 0.711 -2.927 1.327
O 2.0555 0.5240 0.4114 0.683 0.876 -0.220
S 1.1386 -0.5639 0.7061 -3.493 -0.187 -0.868
H -1.7147 2.0195 0.5461 -1.711 -0.379 0.141
H -0.1059 2.2945 0.4060 1.379 -0.664 0.010
H -1.4760 -0.4036 0.9707 -1.411 -1.637 0.377
H -0.3185 -0.6270 -1.3062 -0.312 0.075 -0.169
H 0.1211 -2.3525 -0.6203 0.407 2.425 -0.780
H 1.2924 -1.3274 -1.5897 0.239 -0.058 -0.148
```
Forces are in eV/Å.